# 1
C7H10O3 | the ωB97M-V functional and the def2-TZVPD basis

Calculated values
- SMILES = C=C(C=O)OC.C=CC=O
- ΔE to the lowest compared entry with this formula, charge and spin (eV) = 3.141
- multiplicity = 1
- largest force on an atom (eV Å⁻¹) = 1.98

```
20
Properties=species:S:1:pos:R:3:forces:R:3
C 2.139 -0.581 1.419 0.010 -0.176 1.143
C 1.378 0.703 -0.304 0.437 0.175 -1.189
C 0.679 1.853 -0.385 -0.004 -1.012 -0.170
C 0.964 -0.434 -1.195 -0.168 -0.112 -0.368
C -2.227 1.415 0.494 -0.138 -0.439 -0.247
C -2.083 0.537 -0.505 -0.583 0.138 0.962
C -2.155 -0.911 -0.174 -0.713 -1.244 0.902
H 2.434 -1.576 1.088 0.315 0.199 -0.053
H 2.653 -0.281 2.351 -0.358 -0.415 -0.368
H 1.044 -0.638 1.582 0.537 0.230 0.120
H 0.004 1.990 -1.241 0.295 -0.208 0.606
H 0.581 2.565 0.423 0.723 0.314 -0.166
H 0.244 -0.085 -1.975 0.192 -0.322 0.054
H -2.169 2.484 0.339 -0.054 -0.018 0.004
H -2.402 1.039 1.507 0.097 0.178 -0.368
H -1.930 0.824 -1.539 0.038 -0.043 0.125
H -1.823 -1.627 -0.967 -0.079 0.364 0.309
O 2.465 0.446 0.474 -1.175 0.207 0.383
O 1.264 -1.606 -1.073 -0.166 1.275 -0.107
O -2.580 -1.364 0.889 0.795 0.907 -1.573
```
Positions in Å, forces in eV/Å.

Let us look at the Löwdin charges, expressed in e, one per atom: -0.0682 -0.3579 0.1016 -0.2160 0.0391 -0.1627 -0.2623 0.0840 0.1000 0.1025 0.0687 0.0835 0.1177 0.0683 0.0848 0.0929 0.1209 -0.0836 0.0640 0.0226

=====

# 2
H3OP | the ωB97M-V functional and the def2-TZVPD basis

Calculated values
- SMILES = O=[PH3]
- ΔE to the lowest compared entry with this formula, charge and spin (eV) = 0.322
- multiplicity = 1
- largest force on an atom (eV Å⁻¹) = 2.78

```
5
Properties=species:S:1:pos:R:3:forces:R:3
O 1.515 0.005 -0.067 0.712 0.563 0.338
P 0.049 0.068 -0.004 0.048 -1.822 2.093
H -0.574 -0.302 1.425 0.703 1.090 -2.388
H -0.537 1.177 -0.577 -0.553 0.666 0.289
H -0.453 -0.949 -0.777 -0.910 -0.496 -0.333
```
Positions in Å, forces in eV/Å.

Let us look at the Löwdin charges, expressed in e, one per atom: -0.5239 0.5993 0.0271 -0.0468 -0.0558

=====

# 3
C4H8O2 | the ωB97M-V functional and the def2-TZVPD basis

Calculated values
- ΔE to the lowest compared entry with this formula, charge and spin (eV) = 5.550
- multiplicity = 1
- largest force on an atom (eV Å⁻¹) = 0.40

```
14
Properties=species:S:1:pos:R:3:forces:R:3
C 0.340 -1.999 1.231 -0.054 -0.270 0.158
O 0.738 -0.857 0.515 0.054 0.073 -0.052
C -0.321 0.039 0.298 -0.181 0.164 -0.096
C 0.234 1.179 -0.529 0.107 -0.094 0.014
C 0.208 1.118 -2.009 0.382 -0.056 0.067
O -0.749 2.196 -0.851 -0.139 -0.025 -0.123
H -0.062 -1.736 2.223 0.068 -0.005 -0.156
H -0.426 -2.571 0.686 0.113 0.101 0.060
H 1.226 -2.625 1.362 -0.147 0.090 -0.017
H -0.717 0.422 1.255 0.078 -0.034 -0.138
H -1.148 -0.441 -0.251 0.122 0.043 0.038
H 1.064 1.679 -0.023 -0.108 -0.043 -0.092
H -1.330 1.747 -1.523 -0.250 0.169 0.268
H 0.943 1.849 -2.383 -0.045 -0.111 0.069
```
Positions in Å, forces in eV/Å.

Let us look at the Löwdin charges, expressed in e, one per atom: -0.1148 -0.1798 -0.2115 -0.4153 0.1355 -0.0347 0.0900 0.0914 0.0901 0.1349 0.1324 0.1505 0.0963 0.0349

=====

# 4
C33H92F6N8O9P | the ωB97M-V functional and the def2-TZVPD basis

Calculated values
- net charge = -1
- ΔE to the lowest compared entry with this formula, charge and spin (eV) = 4.947
- multiplicity = 1
- largest force on an atom (eV Å⁻¹) = 3.18

```
149
Properties=species:S:1:pos:R:3:forces:R:3
P -30.054 -15.906 14.017 -0.509 0.033 1.821
F -30.198 -14.428 13.240 0.021 -1.486 0.334
F -30.961 -15.418 15.281 -1.415 0.146 -0.724
F -31.362 -16.461 13.243 0.010 0.003 0.589
F -29.803 -17.323 14.932 -0.446 0.599 -1.512
F -29.183 -16.556 12.816 0.562 0.849 0.705
F -28.879 -15.251 14.902 1.771 -0.184 -1.199
C -38.918 -13.038 15.902 0.086 -0.453 -0.402
C -38.152 -14.374 15.917 -0.625 0.707 0.305
C -38.311 -15.078 14.590 1.728 -1.233 -0.310
O -39.585 -15.349 14.144 -2.342 -1.074 -0.609
C -40.228 -16.540 14.761 0.611 2.679 0.334
N -36.766 -14.082 16.301 -0.309 0.041 -0.341
H -39.072 -12.673 16.917 -0.097 0.152 -0.097
H -39.859 -13.150 15.363 -0.267 -0.123 0.375
H -38.365 -12.305 15.313 0.289 0.040 0.209
H -38.581 -15.021 16.682 -0.464 -0.180 0.101
H -37.862 -16.071 14.621 0.928 -0.082 0.412
H -37.768 -14.562 13.799 -0.127 0.405 -0.044
H -41.078 -16.884 14.171 0.419 0.107 -0.315
H -40.615 -16.073 15.666 -0.264 -0.853 0.463
H -39.495 -17.313 14.991 -0.033 -0.067 -0.172
H -36.846 -13.840 17.278 0.475 0.224 0.175
H -36.162 -14.891 16.261 0.024 -0.288 -0.095
C -26.752 -10.274 12.156 1.183 1.536 -0.369
C -27.428 -9.061 12.916 0.152 -1.505 -1.301
C -28.049 -8.024 11.883 -0.545 -0.858 1.999
O -28.930 -7.087 12.583 2.177 0.723 -1.577
C -28.789 -5.751 12.053 -0.913 -0.055 0.462
N -28.435 -9.720 13.731 -0.867 0.418 -0.119
H -25.761 -10.042 11.766 0.216 0.418 -0.266
H -27.324 -10.569 11.276 -0.315 -0.327 0.301
H -26.519 -11.093 12.837 -0.629 -0.089 0.001
H -26.684 -8.630 13.586 -0.085 0.561 -0.229
H -28.723 -8.478 11.157 0.217 -0.712 -0.026
H -27.216 -7.616 11.309 -0.018 0.690 0.233
H -29.799 -5.342 12.077 0.079 0.296 0.239
H -28.460 -5.602 11.025 0.060 -0.924 -0.352
H -28.105 -5.117 12.617 -0.010 -0.159 0.526
H -27.983 -10.352 14.377 0.242 0.171 0.389
H -28.813 -10.382 13.069 -0.952 -0.213 0.095
C -19.316 -13.451 8.142 -0.346 -1.529 0.292
C -20.483 -14.445 7.880 -0.244 1.581 1.476
C -21.461 -14.488 9.098 1.001 -1.490 -0.355
O -22.435 -15.512 8.816 0.066 1.253 0.963
C -23.512 -15.617 9.758 -1.450 -1.075 -2.093
N -21.191 -14.012 6.703 0.081 -0.761 -0.495
H -18.519 -13.722 7.450 0.156 0.177 0.167
H -19.043 -13.697 9.169 0.656 0.462 0.051
H -19.513 -12.384 8.037 -0.441 -0.143 0.029
H -20.062 -15.449 7.831 -0.072 -0.033 -0.584
H -21.826 -13.483 9.313 -0.599 0.009 -0.052
H -20.921 -14.876 9.961 0.268 0.406 0.376
H -24.322 -14.927 9.525 0.433 1.065 0.515
H -23.396 -15.791 10.828 0.918 0.434 -0.079
H -24.039 -16.486 9.364 0.199 -0.644 0.387
H -21.968 -14.652 6.615 -0.417 0.078 -0.370
H -21.571 -13.106 6.935 -0.222 0.212 -0.218
C -30.987 -11.610 21.399 0.828 -0.247 1.659
C -30.863 -12.635 20.322 -0.318 -0.757 -0.422
C -31.454 -14.049 20.675 0.376 2.109 1.162
O -32.829 -13.870 21.073 0.870 -0.772 -1.721
C -33.483 -15.132 21.272 -0.149 2.207 0.973
N -31.491 -11.986 19.186 -0.467 -0.821 -0.109
H -30.429 -10.714 21.127 0.022 -0.057 0.088
H -30.585 -12.057 22.308 0.283 0.357 0.335
H -31.999 -11.311 21.674 -0.216 -0.202 -0.448
H -29.824 -12.820 20.053 0.273 0.040 0.278
H -30.932 -14.398 21.566 0.296 -0.168 0.274
H -31.155 -14.746 19.893 -1.013 -0.178 -0.467
H -32.851 -15.611 22.021 -0.257 -1.101 -0.374
H -33.773 -15.626 20.345 0.561 -0.376 0.098
H -34.385 -14.782 21.775 -0.318 -0.585 0.062
H -32.373 -11.748 19.618 -0.643 0.426 -0.632
H -31.720 -12.739 18.554 -0.113 0.116 -0.800
C -24.420 -12.226 19.054 0.886 -0.128 -0.817
C -23.804 -10.827 19.025 -1.202 -0.435 -0.086
C -23.567 -10.350 17.579 0.978 0.719 -0.430
O -23.062 -8.998 17.534 0.457 0.204 0.312
C -21.963 -8.765 16.639 -0.864 -1.069 0.503
N -24.803 -9.960 19.596 -0.027 1.969 -0.172
H -24.946 -12.371 19.998 -0.073 -0.089 -0.252
H -23.673 -13.010 18.934 -0.002 -0.204 -0.070
H -25.075 -12.226 18.183 -0.497 -0.558 0.306
H -22.865 -10.838 19.579 0.107 0.438 0.039
H -24.426 -10.338 16.908 -0.831 -0.220 0.577
H -22.913 -11.034 17.038 0.602 -0.151 0.291
H -21.138 -9.403 16.960 0.284 -0.066 -0.253
H -21.622 -7.730 16.649 -0.441 0.006 0.279
H -22.296 -9.037 15.638 0.322 0.047 -0.306
H -25.434 -9.641 18.874 -0.123 0.100 0.266
H -25.311 -10.164 20.445 0.407 -0.566 -0.194
C -20.168 -20.751 17.897 0.484 -0.903 -0.813
C -20.915 -19.506 18.129 -1.908 1.702 -0.123
C -21.783 -19.019 16.919 -1.964 -1.725 -0.298
O -23.053 -19.816 16.879 -0.239 0.940 -0.916
C -23.959 -19.506 15.723 1.656 -1.296 0.764
N -21.735 -19.732 19.340 -0.227 0.257 -0.310
H -19.761 -21.076 18.854 0.236 -0.162 -0.270
H -19.412 -20.631 17.121 0.328 0.058 0.219
H -20.833 -21.513 17.491 -0.174 -0.193 0.269
H -20.256 -18.655 18.301 0.291 -0.086 0.300
H -21.315 -19.218 15.955 0.450 0.240 -0.024
H -22.092 -17.976 16.979 0.302 0.170 0.200
H -24.205 -18.448 15.635 0.036 -0.133 0.078
H -24.830 -20.161 15.722 -0.307 0.405 1.170
H -23.521 -19.939 14.824 0.741 0.746 -0.348
H -22.454 -20.377 19.048 0.002 -0.766 -0.067
H -22.347 -18.947 19.512 0.273 0.755 0.168
C -32.128 -22.008 11.434 0.277 -0.118 -0.269
C -31.979 -23.039 10.290 -0.616 -1.289 1.851
C -30.592 -23.123 9.805 1.886 1.020 -0.207
O -29.636 -23.396 10.854 0.198 0.972 -0.906
C -28.418 -22.700 10.601 0.846 0.313 0.583
N -32.398 -24.381 10.781 -0.955 0.925 -0.238
H -31.684 -21.066 11.114 -0.347 0.218 -0.048
H -31.575 -22.256 12.340 0.175 -0.467 -0.161
H -33.161 -21.883 11.759 -0.036 0.095 -0.382
H -32.584 -22.720 9.441 -0.288 -0.170 0.006
H -30.374 -22.135 9.400 0.302 0.198 -0.208
H -30.419 -23.828 8.992 -0.346 -0.313 -0.089
H -27.666 -23.217 10.004 -0.259 -0.771 -0.149
H -27.913 -22.440 11.531 -0.257 -0.429 0.361
H -28.465 -21.729 10.109 -0.960 0.118 -0.156
H -31.922 -24.585 11.648 0.188 -0.166 -0.141
H -32.221 -25.088 10.082 0.187 -0.121 0.167
C -34.967 -10.319 11.954 0.585 0.411 -1.858
C -34.210 -9.259 12.763 1.352 -2.723 0.926
C -34.988 -8.059 12.929 -1.488 2.786 -0.014
O -34.298 -6.949 13.547 -0.611 -0.504 0.882
C -35.185 -6.068 14.251 -0.299 -0.569 -1.108
N -33.824 -9.848 14.066 -0.313 0.453 0.340
H -35.100 -9.937 10.942 -0.377 0.235 -0.275
H -35.947 -10.673 12.272 0.120 0.304 0.627
H -34.339 -11.184 11.741 0.110 -0.128 0.567
H -33.313 -8.912 12.250 0.322 -0.569 -0.166
H -35.947 -8.274 13.402 -0.114 0.058 0.602
H -35.258 -7.707 11.934 -0.190 0.012 -0.363
H -35.897 -6.573 14.905 0.479 -0.446 0.576
H -35.881 -5.628 13.536 0.105 0.597 -0.359
H -34.634 -5.288 14.776 0.120 -0.289 -0.118
H -34.688 -10.089 14.530 -0.438 0.351 0.409
H -33.428 -10.774 14.004 0.636 0.009 -0.647
C -34.740 -19.814 16.731 -0.679 -0.303 -0.306
O -34.538 -18.442 16.585 0.446 0.835 -0.139
H -34.012 -20.320 16.096 -0.036 -0.629 0.471
H -34.718 -20.096 17.784 0.380 -0.184 -0.036
H -35.741 -20.039 16.361 -0.156 -0.399 -0.067
H -33.884 -18.388 15.884 0.067 0.755 0.071
```
Positions in Å, forces in eV/Å.

These are the Löwdin partial charges, in e, on atoms 1 to 99: 0.2221 -0.2152 -0.2094 -0.1820 -0.2482 -0.1767 -0.1900 -0.0578 -0.4451 -0.2635 -0.2036 -0.0396 0.0422 0.0714 0.0682 0.0751 0.1238 0.1138 0.1350 0.0808 0.0779 0.0834 0.0679 0.0714 -0.0821 -0.3907 -0.1633 -0.1819 -0.1222 0.0228 0.0550 0.0729 0.0717 0.1270 0.1183 0.1104 0.0804 0.0720 0.0758 0.0671 0.0665 -0.0640 -0.4418 -0.1980 -0.2019 -0.1050 0.0345 0.0712 0.0673 0.0729 0.1360 0.1249 0.1151 0.0837 0.0897 0.0810 0.0643 0.0699 -0.0914 -0.4558 -0.1835 -0.2122 -0.0901 0.0420 0.0817 0.0743 0.0789 0.1326 0.1080 0.1256 0.0849 0.0912 0.0814 0.0585 0.0740 -0.0720 -0.4333 -0.1966 -0.2080 -0.0989 0.0232 0.0733 0.0692 0.0793 0.1319 0.1245 0.1173 0.0802 0.0822 0.0806 0.0757 0.0715 -0.0905 -0.4479 -0.1401 -0.2480 -0.0624 0.0335 0.0816

=====

# 5
C9H6BrMnNS5 | the ωB97M-V functional and the def2-TZVPD basis

Calculated values
- ⟨S²⟩ = 3.98
- net charge = +2
- ΔE to the lowest compared entry with this formula, charge and spin (eV) = 0.234
- multiplicity = 4
- largest force on an atom (eV Å⁻¹) = 0.93

```
23
Properties=species:S:1:pos:R:3:forces:R:3
Mn -1.803 -0.186 -0.055 0.269 0.234 0.121
S -3.648 5.750 3.256 -0.011 0.086 0.048
C -3.237 4.399 2.503 -0.155 0.391 0.219
S -2.971 2.895 3.338 0.009 -0.226 0.472
C -2.616 1.964 1.984 0.008 0.073 -0.233
C -2.650 2.670 0.700 0.019 -0.158 0.187
S -2.308 1.858 -0.707 -0.220 0.568 -0.429
S -3.038 4.303 0.775 -0.015 0.278 -0.444
S -2.236 0.349 2.039 -0.190 -0.062 0.719
C 3.787 -1.094 -0.701 -0.178 -0.045 -0.020
C 2.334 -1.467 -0.867 0.318 0.055 0.022
C 1.935 -2.640 -1.501 -0.037 -0.177 -0.096
C 0.587 -2.971 -1.648 0.296 -0.040 -0.030
C -0.292 -2.069 -1.130 -0.142 -0.041 -0.019
Br -2.202 -2.302 -1.208 -0.237 -0.789 -0.428
N 0.030 -0.934 -0.514 0.546 -0.199 -0.124
C 1.336 -0.636 -0.384 -0.219 0.021 0.017
H 4.437 -1.851 -1.133 -0.017 -0.005 -0.002
H 4.040 -0.992 0.355 -0.018 -0.001 -0.016
H 4.000 -0.143 -1.190 -0.018 -0.015 0.008
H 2.686 -3.317 -1.893 -0.027 0.029 0.016
H 0.263 -3.878 -2.138 0.021 0.024 0.013
H 1.567 0.293 0.120 -0.002 0.000 0.000
```
Positions in Å, forces in eV/Å.

Let us look at the Löwdin charges, expressed in e, one per atom: 0.1175 0.8837 -1.4008 1.0708 -1.0595 -1.0595 0.8126 1.0708 0.8126 -0.0103 -0.2046 0.0527 -0.0277 -0.6433 0.9802 -0.0900 -0.0225 0.0926 0.1005 0.1006 0.1441 0.1348 0.1447